1.
Molecular formula: C24H52NO10
Method: DFT, wB97M-V/def2-TZVPD

## Properties
Energy ... -1752.2648 Eh
Kohn-Sham gap ... 9.95 eV
Energy above the lowest of the compared OMol25 structures with the same formula, charge and spin ... 0.9 kcal per mole
Spin multiplicity ... 1
Charge ... +1

Element x y z (Å)
1 N 3.24 -38.09 57.79
2 H 2.95 -38.81 57.16
3 H 4.01 -37.60 57.37
4 H 3.77 -38.43 58.48
5 H 2.41 -37.54 58.23
6 O 0.42 -37.70 56.69
7 C -0.32 -36.70 56.72
8 O -1.65 -36.70 57.06
9 C -2.23 -37.90 57.55
10 C -3.67 -37.56 58.20
11 C 0.20 -35.26 56.51
12 H -1.66 -38.09 58.30
13 H -2.31 -38.74 56.94
14 H -3.82 -38.39 58.88
15 H -4.44 -37.28 57.62
16 H -3.72 -36.59 58.84
17 H -0.34 -34.87 55.72
18 H 1.33 -35.37 56.53
19 H -0.04 -34.63 57.52
20 O 2.30 -40.91 57.68
21 C 1.53 -41.79 57.88
22 O 0.35 -41.69 58.59
23 C 0.11 -40.51 59.31
24 C -1.15 -40.68 59.94
25 C 1.65 -43.19 57.11
26 H 0.32 -39.71 58.59
27 H 0.63 -40.24 59.95
28 H -1.15 -39.80 60.63
29 H -1.32 -41.62 60.59
30 H -1.86 -40.55 59.04
31 H 1.27 -43.93 57.93
32 H 2.73 -43.45 56.89
33 H 0.95 -43.13 56.32
34 O 1.79 -37.45 60.59
35 C 1.68 -36.57 61.52
36 O 0.56 -35.85 61.72
37 C -0.58 -35.94 60.83
38 C -1.66 -35.13 61.31
39 C 2.66 -36.37 62.59
40 H -0.91 -36.91 60.91
41 H -0.45 -35.60 59.90
42 H -1.84 -35.33 62.37
43 H -2.43 -35.33 60.70
44 H -1.44 -34.01 61.25
45 H 2.30 -36.95 63.36
46 H 2.61 -35.22 62.70
47 H 3.53 -36.58 62.18
48 C 4.91 -33.12 57.87
49 C 3.73 -34.17 57.87
50 O 3.68 -35.09 57.09
51 C 2.67 -34.04 59.02
52 H 5.34 -33.15 58.76
53 H 4.70 -32.03 57.78
54 H 5.53 -33.54 57.00
55 H 2.13 -33.24 59.11
56 H 3.20 -34.12 59.91
57 H 1.97 -34.91 59.14
58 C 2.13 -41.24 54.25
59 C 2.33 -39.72 54.02
60 O 3.32 -39.13 54.72
61 C 1.12 -39.04 53.46
62 H 1.48 -41.31 55.18
63 H 3.02 -41.81 54.48
64 H 1.84 -41.78 53.28
65 H 0.29 -39.48 53.98
66 H 1.13 -39.34 52.50
67 H 1.22 -37.92 53.35
68 C 5.83 -41.27 59.01
69 C 5.84 -40.84 57.52
70 O 5.63 -39.56 57.27
71 C 5.67 -41.81 56.49
72 H 6.32 -40.71 59.78
73 H 6.40 -42.19 58.92
74 H 4.80 -41.29 59.40
75 H 6.37 -42.70 56.71
76 H 5.94 -41.42 55.51
77 H 4.68 -42.37 56.58
78 C 6.34 -35.47 61.24
79 C 6.13 -36.36 60.12
80 O 5.17 -37.26 60.02
81 C 6.95 -36.00 58.80
82 H 6.80 -34.41 61.10
83 H 7.37 -35.85 61.83
84 H 5.58 -35.43 62.06
85 H 6.81 -36.67 58.10
86 H 8.00 -35.95 59.06
87 H 6.88 -35.05 58.54



2.
Molecular formula: CHNO2S
Method: DFT, wB97M-V/def2-TZVPD

## Properties
Energy ... -641.9463 Eh
Kohn-Sham gap (spin up / spin down) ... 7.89 / 8.10 eV
Energy above the lowest of the compared OMol25 structures with the same formula, charge and spin ... 90.6 kcal per mole
Spin multiplicity ... 1
Charge ... 0

Element x y z (Å)
1 C 0.82 0.17 -0.21
2 N 0.39 -1.00 0.18
3 O -0.80 -1.32 0.12
4 O -1.63 0.49 -0.42
5 S -0.53 1.28 0.19
6 H 1.75 0.38 0.14



3.
Molecular formula: C18H48FN8O5P2S
Method: DFT, wB97M-V/def2-TZVPD

## Properties
Energy ... -2709.3219 Eh
Kohn-Sham gap ... 4.97 eV
Spin multiplicity ... 1
Charge ... +1

Element x y z (Å)
1 C 5.39 -0.87 2.30
2 C 5.71 -2.20 1.56
3 C 4.44 -3.02 1.23
4 C 4.36 -4.35 1.99
5 N 3.03 -4.69 2.59
6 S 1.78 -5.13 1.57
7 O 2.20 -4.86 0.05
8 C 0.48 -3.75 1.83
9 O -0.47 -4.14 2.40
10 N 0.75 -2.45 1.38
11 C 0.87 -2.29 -0.02
12 O 1.79 -1.80 -0.58
13 F -0.19 -2.77 -0.64
14 H 6.03 -0.08 1.92
15 H 5.58 -0.99 3.37
16 H 4.35 -0.58 2.17
17 H 6.21 -1.97 0.63
18 H 6.39 -2.79 2.18
19 H 4.49 -3.25 0.16
20 H 3.54 -2.43 1.36
21 H 5.04 -4.32 2.84
22 H 4.65 -5.21 1.38
23 H 2.72 -3.97 3.25
24 H 3.00 -5.35 -0.20
25 H 1.54 -2.01 1.86
26 O -3.72 -0.99 -6.25
27 P -3.48 -0.58 -4.85
28 N -5.03 -0.24 -4.23
29 C -5.60 1.03 -3.84
30 C -6.00 -1.31 -4.40
31 N -2.42 0.76 -5.07
32 C -2.63 2.06 -4.48
33 C -1.81 0.88 -6.39
34 N -2.78 -1.02 -3.40
35 C -3.46 -1.18 -2.13
36 C -1.33 -1.14 -3.31
37 H -6.16 0.92 -2.90
38 H -6.30 1.41 -4.59
39 H -4.86 1.79 -3.66
40 H -5.74 -2.19 -3.79
41 H -6.07 -1.64 -5.44
42 H -6.98 -0.98 -4.08
43 H -3.45 2.62 -4.96
44 H -1.72 2.66 -4.58
45 H -2.83 1.99 -3.41
46 H -2.47 1.35 -7.13
47 H -1.52 -0.09 -6.78
48 H -0.91 1.49 -6.31
49 H -3.58 -0.22 -1.63
50 H -2.89 -1.84 -1.48
51 H -4.44 -1.64 -2.24
52 H -0.89 -0.24 -2.87
53 H -0.88 -1.29 -4.29
54 H -1.04 -2.00 -2.71
55 O 1.43 0.43 3.05
56 P 1.13 1.89 2.88
57 N 0.88 2.47 4.45
58 C -0.35 2.93 5.06
59 C 1.96 2.19 5.39
60 N -0.26 1.80 1.86
61 C -1.52 2.47 2.10
62 C -0.46 0.49 1.27
63 N 1.67 3.30 2.20
64 C 1.96 4.54 2.91
65 C 1.76 3.42 0.75
66 H -0.16 3.84 5.65
67 H -0.77 2.18 5.74
68 H -1.11 3.20 4.34
69 H 2.87 2.74 5.13
70 H 2.21 1.13 5.42
71 H 1.67 2.50 6.39
72 H -2.09 2.02 2.92
73 H -2.14 2.42 1.20
74 H -1.37 3.54 2.29
75 H -0.95 -0.21 1.96
76 H 0.51 0.09 0.99
77 H -1.07 0.56 0.35
78 H 1.05 5.12 3.06
79 H 2.66 5.14 2.33
80 H 2.44 4.37 3.87
81 H 0.89 3.95 0.35
82 H 1.81 2.44 0.27
83 H 2.66 3.96 0.46



4.
Molecular formula: C2H11N2O2
Method: DFT, wB97M-V/def2-TZVPD

## Properties
Energy ... -342.4801 Eh
Kohn-Sham gap ... 8.67 eV
Energy above the lowest of the compared OMol25 structures with the same formula, charge and spin ... 68.0 kcal per mole
Spin multiplicity ... 1
Charge ... +1

Element x y z (Å)
1 C -0.11 -0.93 -0.19
2 C -0.97 -1.35 -1.16
3 N -0.51 -2.31 -2.05
4 N -0.22 0.24 0.50
5 H 0.74 -1.63 -0.03
6 H -2.12 -1.10 -1.26
7 H -0.93 -3.19 -1.96
8 H -0.75 -1.97 -3.09
9 H 0.42 -2.60 -2.21
10 H -0.99 0.83 0.43
11 H 0.54 0.68 1.08
12 H 0.05 3.02 1.94
13 H -1.11 3.72 1.25
14 O -0.64 2.92 1.30
15 H 2.45 1.08 2.60
16 H 2.16 1.69 1.18
17 O 2.00 0.90 1.68



5.
Molecular formula: C42H32F6O6V
Method: DFT, wB97M-V/def2-TZVPD

## Properties
Energy ... -3614.0425 Eh
Kohn-Sham gap ... 2.41 eV
Energy above the lowest of the compared OMol25 structures with the same formula, charge and spin ... 201.2 kcal per mole
Spin multiplicity ... 1
Charge ... -1

Element x y z (Å)
1 O -1.21 -2.34 -2.25
2 V -0.17 -1.93 -1.18
3 O -0.11 -0.40 -0.94
4 C 0.72 -5.90 3.01
5 C 1.76 -6.68 3.25
6 C 2.83 -6.85 2.18
7 O 3.88 -7.67 2.29
8 C 2.73 -6.39 0.93
9 C 1.76 -5.38 0.72
10 C 0.68 -5.06 1.80
11 O -0.20 -4.15 1.57
12 O 1.71 -4.76 -0.33
13 O 1.64 -7.32 4.40
14 H -0.06 -5.67 3.72
15 H 3.48 -6.72 0.23
16 F 3.50 -1.28 1.02
17 C 4.04 -1.17 2.21
18 C 4.88 -2.16 2.74
19 C 5.29 -2.03 4.03
20 C 4.92 -0.86 4.82
21 C 4.14 0.13 4.26
22 C 3.71 -0.02 2.95
23 H 5.06 -3.08 2.19
24 H 5.87 -2.85 4.42
25 H 5.38 -0.70 5.79
26 H 3.95 1.00 4.86
27 H 3.06 0.68 2.44
28 F -1.47 3.45 -6.19
29 C -2.41 2.91 -5.35
30 C -2.80 1.56 -5.46
31 C -3.53 0.98 -4.43
32 C -3.84 1.72 -3.32
33 C -3.45 3.09 -3.26
34 C -2.78 3.66 -4.33
35 H -2.36 1.00 -6.26
36 H -3.77 -0.07 -4.47
37 H -4.37 1.21 -2.52
38 H -3.55 3.70 -2.37
39 H -2.30 4.62 -4.24
40 F 5.26 6.91 -1.92
41 C 4.02 6.43 -1.88
42 C 3.94 5.04 -1.62
43 C 2.69 4.43 -1.77
44 C 1.53 5.26 -2.02
45 C 1.66 6.61 -2.27
46 C 2.90 7.23 -2.18
47 H 4.84 4.51 -1.37
48 H 2.65 3.36 -1.65
49 H 0.57 4.77 -2.09
50 H 0.74 7.12 -2.49
51 H 3.03 8.28 -2.38
52 F -3.33 1.29 1.62
53 C -4.06 1.57 2.73
54 C -4.25 0.55 3.68
55 C -4.91 0.79 4.88
56 C -5.43 2.08 5.12
57 C -5.30 3.13 4.16
58 C -4.55 2.84 3.00
59 H -3.84 -0.44 3.56
60 H -5.03 -0.07 5.52
61 H -5.78 2.11 6.15
62 H -5.64 4.11 4.47
63 H -4.43 3.61 2.26
64 F -7.25 -1.24 -0.48
65 C -6.74 -2.12 0.52
66 C -7.21 -2.12 1.82
67 C -6.74 -3.03 2.75
68 C -5.81 -4.00 2.36
69 C -5.26 -3.92 1.09
70 C -5.78 -3.03 0.18
71 H -7.91 -1.37 2.15
72 H -7.26 -3.17 3.68
73 H -5.55 -4.79 3.04
74 H -4.55 -4.68 0.80
75 H -5.38 -2.94 -0.83
76 F 3.13 -1.26 -3.51
77 C 4.14 -0.30 -3.73
78 C 3.86 0.72 -4.63
79 C 4.89 1.62 -5.06
80 C 6.14 1.47 -4.45
81 C 6.40 0.52 -3.53
82 C 5.41 -0.41 -3.17
83 H 2.93 0.78 -5.17
84 H 4.73 2.31 -5.88
85 H 6.93 2.11 -4.82
86 H 7.38 0.20 -3.20
87 H 5.60 -1.13 -2.38



6.
Molecular formula: C5H12BBr4Na6O3
Method: DFT, wB97M-V/def2-TZVPD

## Properties
Energy ... -11717.7079 Eh
Kohn-Sham gap (spin up / spin down) ... 4.56 / 6.84 eV
Expectation value of S² ... 0.75
Energy above the lowest of the compared OMol25 structures with the same formula, charge and spin ... 0.0 kcal per mole
Spin multiplicity ... 2
Charge ... +2

Element x y z (Å)
1 Na 18.96 20.79 8.38
2 Na 17.59 20.24 5.16
3 Na 18.58 17.23 8.70
4 Na 16.15 22.03 7.85
5 Na 13.69 19.58 8.13
6 Na 15.03 17.88 10.39
7 C 16.51 18.87 7.22
8 O 17.73 18.90 7.10
9 O 15.93 18.06 7.97
10 O 15.79 19.69 6.68
11 B 17.37 16.91 11.11
12 H 16.99 17.68 10.45
13 H 18.33 16.53 10.79
14 H 17.42 17.33 12.10
15 H 16.69 16.08 11.17
16 Br 13.13 14.26 8.54
17 C 15.09 14.76 8.41
18 C 15.90 13.57 8.08
19 Br 17.75 14.07 7.84
20 H 15.34 15.02 9.44
21 H 15.18 15.48 7.60
22 H 15.42 13.16 7.20
23 H 15.76 12.86 8.89
24 Br 19.58 17.77 2.98
25 C 19.53 17.22 4.89
26 C 20.87 16.40 5.29
27 Br 20.96 16.38 7.27
28 H 18.68 16.57 5.13
29 H 19.50 18.14 5.47
30 H 21.80 16.91 5.04
31 H 20.98 15.36 4.98



Repeat the fourth record exactly.
Molecular formula: C2H11N2O2
Method: DFT, wB97M-V/def2-TZVPD

## Properties
Energy ... -342.4801 Eh
Kohn-Sham gap ... 8.67 eV
Energy above the lowest of the compared OMol25 structures with the same formula, charge and spin ... 68.0 kcal per mole
Spin multiplicity ... 1
Charge ... +1

Element x y z (Å)
1 C -0.11 -0.93 -0.19
2 C -0.97 -1.35 -1.16
3 N -0.51 -2.31 -2.05
4 N -0.22 0.24 0.50
5 H 0.74 -1.63 -0.03
6 H -2.12 -1.10 -1.26
7 H -0.93 -3.19 -1.96
8 H -0.75 -1.97 -3.09
9 H 0.42 -2.60 -2.21
10 H -0.99 0.83 0.43
11 H 0.54 0.68 1.08
12 H 0.05 3.02 1.94
13 H -1.11 3.72 1.25
14 O -0.64 2.92 1.30
15 H 2.45 1.08 2.60
16 H 2.16 1.69 1.18
17 O 2.00 0.90 1.68



- charge of number 6 (C5H12BBr4Na6O3)?
  +2



- Which formula does entry 2 have?
  CHNO2S



- Number 5 is which compound?
  C42H32F6O6V